(1)
DFT (ωB97M-V/def2-TZVPD) results for the molecule C25H31N3O4.

Geometry as XYZ:
```
63
Properties=species:S:1:pos:R:3:nbo_charge:R:1
H 6.736 3.523 1.825 0.218
N 1.134 -1.257 -3.574 -0.416
H 6.470 0.882 -0.840 0.196
C 1.575 0.034 0.919 -0.157
C 1.231 -1.305 1.070 -0.174
H -4.008 3.067 2.072 0.169
H -1.507 2.941 2.562 0.198
C -1.258 -1.203 0.834 -0.258
H -4.311 2.687 -1.329 0.192
H -1.154 0.844 0.070 0.236
H -2.585 1.114 -2.139 0.207
H -4.162 0.284 -2.049 0.228
N -2.784 -0.242 -0.603 -0.409
H -4.848 1.514 -0.123 0.215
C 5.571 0.986 -0.226 -0.061
C -2.611 3.805 0.031 -0.206
H 5.736 3.688 0.381 0.201
H 1.969 0.596 -3.446 0.190
H 7.368 3.031 0.253 0.205
H 5.051 1.699 1.744 0.204
C 3.492 -1.914 0.514 -0.257
C 1.224 -0.062 -3.019 0.039
C -3.381 2.235 1.709 -0.208
C -3.968 1.906 -0.641 -0.230
O -4.728 -1.232 0.077 -0.587
C -3.366 0.754 -1.466 -0.222
H -1.392 4.925 -1.342 0.214
C 2.858 0.404 0.566 -0.277
H -3.972 1.319 1.776 0.204
C -2.169 2.080 2.623 -0.611
O 5.103 -0.338 -0.056 -0.483
O -2.801 -2.680 1.882 -0.578
C 3.831 -0.568 0.337 0.332
C -0.505 -0.537 -1.444 0.124
H 3.086 1.454 0.471 0.212
C 2.220 -2.275 0.887 -0.134
C -1.715 3.897 -1.199 -0.609
H 0.183 -3.059 -3.584 0.194
H 1.967 -3.315 1.023 0.230
C -1.377 -0.178 -0.262 -0.118
H -2.058 4.183 0.892 0.195
C 5.932 1.658 1.101 -0.425
H 6.680 1.044 1.606 0.210
H 0.844 0.801 1.121 0.216
C -0.611 -1.789 -2.039 -0.285
C -0.130 -1.732 1.404 0.479
H 4.843 1.589 -0.783 0.169
H -2.240 3.575 -2.095 0.203
H -1.332 -2.507 -1.680 0.224
H -1.604 1.188 2.363 0.204
O -0.220 -2.735 2.264 -0.640
C -3.528 -1.084 0.152 0.577
H -0.837 3.271 -1.069 0.198
N -3.003 2.434 0.314 -0.481
H -1.182 -2.981 2.366 0.522
H -3.493 4.455 -0.108 0.165
C 0.230 -2.095 -3.096 0.041
H -2.505 1.981 3.652 0.217
C -2.551 -1.782 1.082 0.445
H 4.256 -2.657 0.349 0.230
C 6.477 3.062 0.875 -0.606
H 0.542 1.340 -1.545 0.214
C 0.430 0.350 -1.960 -0.289
```

Properties
HOMO energy (eV): -8.6
E_LUMO (Eh): -0.014
HOMO-LUMO gap (eV): 8.23
Energy relative to the best compared isomer or geometry (same formula, charge and spin) (kJ/mol): 282.9

(2)
DFT (ωB97M-V/def2-TZVPD) results for the molecule C25H31N5O4S.

Geometry as XYZ:
```
66
Properties=species:S:1:pos:R:3:nbo_charge:R:1
H -3.231 0.580 -4.095 0.216
H -2.100 1.545 -2.276 0.253
C 3.808 3.128 3.866 -0.229
H -0.632 -0.484 1.459 0.249
O -1.974 -0.774 -0.322 -0.675
H 1.117 2.306 -0.809 0.183
H 0.726 -1.811 -3.905 0.228
H 5.213 3.899 -0.930 0.177
C 4.556 4.054 1.791 -0.279
O 3.277 3.629 -0.230 -0.510
H -2.461 -6.126 0.727 0.215
C 1.092 0.830 1.400 -0.226
H 1.965 2.055 3.781 0.211
C -0.703 -3.470 -0.056 -0.203
C -3.541 -0.231 -3.430 -0.218
N 1.231 -2.002 -0.128 -0.487
H 1.615 -1.143 -1.929 0.197
H -3.477 -4.758 1.178 0.217
H -3.178 2.063 -0.966 0.222
C 2.500 2.783 1.852 0.204
N -1.081 1.181 0.321 -0.444
C 4.217 4.350 -0.985 -0.248
C -0.870 -4.221 2.122 -0.167
H 3.859 4.305 -2.013 0.200
C 0.738 2.794 0.101 -0.212
H -1.239 2.995 -0.719 0.215
N 1.335 2.254 1.296 -0.480
H 0.944 3.861 0.040 0.220
C -1.349 -4.925 3.342 -0.644
H -0.663 -2.944 -3.949 0.246
C -1.193 -0.869 -3.620 0.669
H 3.935 2.969 4.926 0.212
C 2.704 2.607 3.219 -0.231
N -0.047 -2.379 -2.057 -0.402
H -4.787 0.911 -2.121 0.207
C -2.642 -5.066 0.550 -0.648
H -1.376 -6.002 3.173 0.225
C 3.465 3.513 1.126 0.238
C -0.413 0.584 1.461 -0.236
S 0.545 -3.200 2.196 0.430
H 1.508 0.297 0.531 0.198
C 0.970 -1.810 -1.373 0.302
H 5.596 4.286 3.641 0.212
C -0.236 -2.066 -3.458 -0.306
N -2.470 -1.197 -3.400 -0.617
C -0.991 -3.216 -1.440 0.687
C 4.733 3.862 3.152 -0.221
C -2.746 1.196 -1.468 -0.517
C 0.389 -2.830 0.520 0.043
O -0.792 0.232 -3.942 -0.646
C -0.783 2.587 0.180 -0.208
H -2.905 -4.917 -0.492 0.258
C -3.870 0.324 -2.043 -0.409
H -2.663 -2.108 -2.992 0.437
C -1.896 0.437 -0.458 0.708
H 1.564 0.432 2.297 0.215
H -2.360 -4.603 3.594 0.226
H -4.425 -0.719 -3.851 0.200
H -0.819 1.037 2.374 0.189
H -4.051 -0.512 -1.363 0.230
O -1.925 -3.655 -2.096 -0.668
C -1.425 -4.268 0.879 -0.016
H 4.274 5.397 -0.669 0.175
H -1.169 3.123 1.057 0.190
H 5.299 4.616 1.247 0.216
H -0.695 -4.718 4.184 0.223
```

Properties
HOMO energy (eV): -7.6
E_LUMO (Eh): 0.023
HOMO-LUMO gap (eV): 8.20
Energy relative to the best compared isomer or geometry (same formula, charge and spin) (kJ/mol): 31.1

(3)
DFT (ωB97M-V/def2-TZVPD) results for a cluster of 3 separate species, C25H32ClFO8S2 in total.

Geometry as XYZ:
```
69
Properties=species:S:1:pos:R:3:nbo_charge:R:1
H 0.295 -1.443 6.279 0.240
C -2.111 2.597 -6.675 -0.677
O -1.135 3.288 3.886 -0.506
C -2.596 1.344 5.509 -0.493
F -4.172 2.401 4.035 -0.362
H 5.124 -3.751 -0.873 0.253
C 1.528 1.309 -1.406 -0.253
C 4.712 -4.267 -0.010 -0.676
O 3.465 -1.925 0.124 -0.949
C -3.669 1.262 -8.001 -0.402
H -4.157 0.791 -7.147 0.210
C -0.409 0.161 5.111 -0.031
O -2.694 -2.246 6.490 -0.719
C -2.371 0.514 -8.334 -0.677
C 0.618 2.166 -0.796 0.274
Cl 1.647 -0.245 1.744 0.095
H -1.305 2.911 -3.490 0.199
H 4.242 -5.197 -0.325 0.247
H 2.326 0.870 -0.830 0.234
O 1.896 -0.202 4.832 -0.490
H -2.109 0.601 -9.386 0.247
H -1.013 -0.525 7.048 0.239
H -2.677 2.341 5.928 0.261
H 5.707 -4.353 3.279 0.227
H 3.331 -3.145 3.092 0.260
C 5.750 -4.494 1.096 -0.401
C 0.858 0.136 4.341 0.506
H 6.513 -3.714 1.051 0.210
H -1.535 3.514 -6.577 0.259
H -3.517 -1.971 6.087 0.470
C 0.729 0.570 2.921 -0.084
H -0.892 3.149 1.547 0.212
H -2.757 0.619 6.298 0.226
H -4.365 1.225 -8.838 0.226
C -0.391 2.747 -1.562 -0.236
C 0.394 1.593 -3.538 -0.238
H -2.982 3.245 -8.540 0.217
C -1.642 -1.977 5.566 -0.052
H 2.136 0.365 -3.217 0.215
C 5.014 -4.412 2.441 -0.407
C 4.134 -3.168 2.360 -0.674
H -4.120 3.244 -7.193 0.226
O -0.151 1.943 -8.305 -0.939
H -3.361 0.640 3.611 0.159
H -4.584 0.647 4.915 0.167
C -0.644 -0.928 6.115 -0.479
H -1.101 3.427 -1.111 0.207
C -0.874 2.123 3.810 0.596
C -1.274 1.143 4.857 -0.072
C -0.109 1.566 2.656 -0.138
H -1.122 -2.896 5.316 0.180
H 4.393 -5.299 2.579 0.215
S 3.429 -3.238 0.717 2.173
C -0.406 2.201 1.330 -0.101
H 0.348 1.345 -4.587 0.242
H -1.130 1.579 0.804 0.205
H -2.070 -1.616 4.632 0.160
C -0.508 2.458 -2.922 -0.223
C -3.287 2.705 -7.641 -0.406
H -2.431 2.245 -5.695 0.239
S -1.073 1.325 -7.389 2.174
O 0.753 2.468 0.548 -0.510
O -0.614 0.438 -6.351 -0.945
O 2.203 -3.992 0.771 -0.943
H 6.253 -5.451 0.969 0.225
H 4.724 -2.254 2.424 0.244
C -3.733 1.167 4.486 0.068
C 1.415 1.030 -2.770 -0.180
H -2.407 -0.533 -8.046 0.253
```

Properties
HOMO energy (eV): -8.6
E_LUMO (Eh): -0.031
HOMO-LUMO gap (eV): 7.72

(4)
DFT (ωB97M-V/def2-TZVPD) results for a structure of composition C25H32ClN2O7PPd.

Geometry as XYZ:
```
69
Properties=species:S:1:pos:R:3:lowdin_spin:R:1
H -0.471 3.917 -0.752 0.005
O -1.155 -1.729 1.736 0.693
C 3.000 3.213 -2.127 0.007
C -1.863 -4.294 2.051 0.031
C -2.922 -4.939 4.483 0.015
H -3.437 -2.803 4.755 0.000
N 1.630 -0.427 0.416 0.091
H 0.580 0.508 -5.076 0.001
O 3.562 4.081 -2.766 0.010
C -2.414 -5.955 3.634 0.030
H 0.440 -3.321 -4.326 0.001
H -2.103 1.637 -3.858 0.000
H -1.282 -1.257 -1.597 0.000
C -3.038 -6.886 5.581 0.000
C 2.802 -0.203 1.259 0.007
O -3.264 -5.509 5.702 0.009
H -2.362 -7.160 6.379 0.001
C 0.030 -2.335 -4.123 0.007
C 0.030 4.481 0.017 0.123
O -2.823 -0.898 2.918 0.165
H -1.836 0.778 -5.379 0.000
H -2.194 0.246 -0.172 0.000
H 0.643 2.012 -4.080 0.002
Pd 1.327 1.232 -0.926 1.239
H -1.666 1.669 -1.145 0.005
C 0.348 5.795 -0.034 -0.024
H 1.805 3.457 2.769 0.006
H -0.847 -2.516 -3.522 0.000
Cl 1.522 8.013 0.992 0.066
H -0.045 6.442 -0.835 -0.004
H 4.815 2.164 -1.697 0.003
H -1.265 -6.338 1.749 -0.001
H -0.944 2.219 0.512 0.027
C 3.818 0.842 0.663 0.034
C 0.052 1.110 -4.306 0.016
C 1.717 5.483 2.048 -0.020
C 1.109 6.351 1.067 0.206
O -2.383 -7.148 4.314 0.018
H 1.370 -2.092 -2.445 0.001
H 2.286 5.925 2.833 -0.005
H -1.510 2.449 -5.259 0.000
H -1.401 -3.851 1.190 0.002
O 1.796 2.781 -2.279 0.112
C -3.018 -3.597 4.155 0.000
H -3.967 -7.477 5.583 0.001
H -0.287 -1.738 -5.012 0.000
O 4.996 0.992 1.036 0.079
C 3.984 2.501 -1.082 0.022
C -1.410 -0.317 -2.143 0.025
H 2.451 0.250 2.193 0.000
P 0.285 0.096 -2.723 0.111
H 1.849 -1.157 -0.287 0.000
C -2.083 0.658 -1.182 0.012
C 1.463 4.151 2.012 0.126
H 0.770 -0.726 0.952 0.000
C -0.048 2.281 1.039 0.375
H 0.089 1.548 1.832 0.018
C -1.372 1.492 -4.718 0.002
C 0.538 3.549 1.058 0.008
C -2.174 -1.882 2.537 0.017
C 1.008 -1.498 -3.330 0.017
H 4.534 3.221 -0.414 0.010
C -1.779 -5.628 2.392 -0.005
N 3.194 1.560 -0.303 0.265
C -2.419 -3.329 2.909 0.027
H -2.112 -0.490 -2.994 0.005
H 3.293 -1.150 1.607 0.003
H 1.892 -1.284 -3.948 0.000
H -3.131 0.831 -1.536 0.001
```

Properties
HOMO energy (spin up / spin down) (eV): -6.8 / -8.0
2S+1: 5
E_LUMO (spin up / spin down) (Eh): -0.014 / -0.151
HOMO-LUMO gap (spin up / spin down) (eV): 6.43 / 3.84
Energy relative to the best compared isomer or geometry (same formula, charge and spin) (kJ/mol): 45.6

(5)
DFT (ωB97M-V/def2-TZVPD) results for a structure of composition C25H32DyFO2.

Geometry as XYZ:
```
61
Properties=species:S:1:pos:R:3:lowdin_spin:R:1
H 2.621 -0.536 -7.874 0.000
H 3.090 -0.588 0.470 0.000
C 1.120 1.272 2.210 0.001
H 0.493 -0.076 -4.402 0.000
O 0.856 1.066 -2.665 -0.010
H 1.753 -1.500 -9.100 0.000
C 2.483 3.512 1.232 0.000
Dy 0.141 -0.082 -0.846 5.099
H -1.729 -1.156 1.589 0.000
C 1.763 -1.198 -8.041 0.000
H -0.573 -0.627 -3.113 -0.002
C 1.205 1.490 0.842 -0.005
H 3.004 4.387 0.848 0.000
C -1.868 -0.476 0.748 -0.005
H 0.962 -1.508 1.878 0.000
C 0.483 -0.460 -7.699 0.000
C -0.103 0.286 -3.555 -0.005
O 0.567 0.200 -6.390 0.000
H -0.850 -1.662 -8.891 0.000
H 0.564 2.146 -5.184 0.000
H -1.779 1.671 -3.311 0.000
H 1.935 2.686 -3.438 0.000
H -1.580 0.984 -4.948 0.000
C 2.266 -1.184 0.075 -0.008
C 0.368 -2.496 -0.055 -0.012
C 1.873 2.589 0.342 0.002
H 1.949 2.759 -0.739 0.000
H 1.309 0.979 -9.148 0.000
C 1.155 -1.693 0.822 -0.008
H 0.555 3.127 -2.342 0.000
C 1.713 2.176 3.126 0.000
H -0.501 -3.097 0.210 0.000
H -1.479 1.536 1.657 0.000
C -1.056 1.343 -4.065 0.000
C 0.534 1.476 -7.149 0.000
C 0.883 2.486 -3.171 0.000
C -0.082 2.487 -4.355 0.000
H -0.668 -2.209 -7.220 0.000
H 0.584 0.399 2.605 0.000
H 1.864 -2.082 -7.405 0.000
C -2.407 0.356 -1.330 -0.011
H 1.636 2.028 4.201 0.000
H -0.570 3.436 -4.646 0.000
H -1.670 -0.796 -7.585 0.000
C -2.018 1.465 -0.508 -0.007
C -2.277 -0.845 -0.572 -0.005
H 0.640 -3.027 -2.231 0.000
H -2.833 0.420 -2.333 0.000
C 2.151 -1.652 -1.267 -0.008
H 2.852 -1.470 -2.085 0.000
F 2.974 4.160 3.460 0.000
H -2.035 2.520 -0.800 0.000
H -0.534 1.066 -9.021 0.000
C -0.750 -1.323 -7.853 0.000
H -0.360 2.062 -6.891 0.000
C 0.966 -2.458 -1.353 -0.008
H -2.510 -1.847 -0.944 0.001
C -1.719 0.942 0.781 -0.011
H 1.451 2.084 -7.086 0.000
C 2.386 3.270 2.595 0.001
C 0.417 0.854 -8.519 0.000
```

Properties
HOMO energy (spin up / spin down) (eV): -7.4 / -7.4
2S+1: 6
E_LUMO (spin up / spin down) (Eh): 0.007 / 0.007
HOMO-LUMO gap (spin up / spin down) (eV): 7.63 / 7.57

(6)
DFT (ωB97M-V/def2-TZVPD) results for a structure of composition C25H32N2O2P2SY.

Geometry as XYZ:
```
65
Properties=species:S:1:pos:R:3:nbo_charge:R:1
H 0.826 -3.956 0.971 0.246
C -2.596 2.619 -1.726 -0.624
H 0.419 2.497 -0.005 0.193
C -1.120 -1.727 -3.731 0.192
H -1.952 -3.145 -6.688 0.234
H -4.480 -1.097 -3.885 0.236
H 2.658 -1.558 1.605 0.212
H 3.020 3.797 4.602 0.224
H 3.114 -2.976 -1.832 0.219
C -0.228 -0.898 -1.786 -0.128
H -4.178 -2.309 -6.025 0.234
H 1.428 -3.429 -2.107 0.230
H 0.239 -2.348 1.355 0.182
H 3.212 -3.184 1.206 0.239
C -0.246 2.631 -0.867 -0.601
C -1.512 -0.398 -1.412 -0.016
H 2.412 -4.327 -0.947 0.228
C -1.714 2.367 -0.507 -0.255
H 0.084 1.977 -1.678 0.212
H -4.151 0.511 -0.513 0.264
P 1.290 -0.681 -0.755 0.711
C -2.148 3.270 0.655 -0.628
H -2.453 3.650 -2.057 0.229
H 0.016 -2.770 -5.232 0.234
C 2.517 -0.187 -2.008 -0.917
C 2.203 -3.333 -1.352 -0.627
H 2.341 0.850 -2.295 0.253
C 1.851 0.510 6.272 -0.203
H 2.418 -0.834 -2.876 0.264
C -3.335 -2.140 -5.369 -0.173
H 3.514 -0.260 -1.577 0.257
N -0.055 -1.519 -2.928 -0.403
H -3.741 -0.754 0.659 0.259
O 0.499 2.301 2.594 -0.749
C 2.062 1.904 4.332 -0.118
N -2.557 -0.588 -2.182 -0.398
C 2.694 2.882 5.079 -0.198
C 2.481 1.491 7.022 -0.183
C -2.404 -1.255 -3.344 0.093
C -0.968 -2.415 -4.954 -0.201
H 2.640 1.330 8.080 0.226
H 3.816 -1.808 0.287 0.223
C -3.512 -1.471 -4.192 -0.182
C 1.706 1.995 2.894 0.745
H -2.342 1.961 -2.557 0.218
H -3.216 3.171 0.855 0.221
C 0.563 -2.995 0.526 -0.597
H 1.526 -0.415 6.731 0.230
H -3.936 0.914 1.221 0.256
C 1.625 0.703 4.912 -0.130
P -1.824 0.593 0.113 0.698
S 0.816 -0.579 3.984 -0.362
O 2.416 1.469 1.990 -0.702
H 3.401 3.434 7.020 0.227
C -2.059 -2.616 -5.750 -0.175
H -0.124 3.663 -1.200 0.247
Y 0.521 0.449 1.646 1.725
C 1.775 -2.414 -0.213 -0.264
C 2.933 -2.221 0.777 -0.613
H -1.602 3.054 1.574 0.230
H -1.958 4.314 0.399 0.234
C -3.597 0.293 0.394 -0.916
C 2.906 2.673 6.433 -0.208
H -0.282 -3.154 -0.147 0.224
H -3.653 2.492 -1.494 0.221
```

Properties
Total charge: +1
HOMO energy (eV): -10.4
E_LUMO (Eh): -0.138
HOMO-LUMO gap (eV): 6.68
Energy relative to the best compared isomer or geometry (same formula, charge and spin) (kJ/mol): 37.8

(7)
DFT (ωB97M-V/def2-TZVPD) results for the molecule C25H32N2O3.

Geometry as XYZ:
```
62
Properties=species:S:1:pos:R:3:nbo_charge:R:1
H 0.452 -0.512 1.587 0.177
C -3.844 3.281 -0.780 -0.237
C 0.802 -2.879 0.115 -0.228
C 3.829 -0.531 0.017 -0.143
O 6.813 1.193 1.140 -0.495
O 2.591 -0.374 -2.053 -0.505
C -3.262 2.495 0.205 0.095
C 2.831 -1.463 0.509 -0.196
H -4.169 -0.159 2.164 0.176
H -2.868 -0.268 -0.650 0.205
C 2.053 -1.658 -1.794 -0.097
H -3.281 4.106 -1.196 0.208
H 1.141 -3.510 0.943 0.208
C -1.531 -0.924 2.318 -0.217
C 1.933 -1.988 -0.328 -0.017
N -2.217 -0.164 1.295 -0.462
H -1.154 -1.958 -1.336 0.198
H -1.922 3.182 1.716 0.214
H -1.363 -0.271 3.179 0.203
C 5.585 1.395 -0.965 -0.293
H -1.279 1.893 0.708 0.246
H 2.829 -1.691 1.565 0.211
H -3.065 1.143 2.638 0.208
H -4.065 -2.024 1.026 0.209
C -0.181 -1.395 1.781 -0.228
H 8.269 1.834 -0.193 0.174
H 0.309 -2.020 2.530 0.200
O -5.182 -1.722 -1.278 -0.722
C -3.993 1.428 0.737 -0.074
C 7.740 2.158 0.710 -0.251
H -2.115 -1.795 2.657 0.170
C 3.649 -0.001 -1.270 0.352
H -1.402 3.546 0.068 0.213
H 5.056 -0.500 1.774 0.220
C -3.319 -2.194 0.247 -0.475
H 4.352 1.387 -2.720 0.221
H -2.695 -3.036 0.545 0.230
H -4.468 -3.558 -0.977 0.181
H 1.079 -1.667 -2.289 0.198
C -2.423 -0.948 0.087 -0.046
H 6.245 2.148 -1.365 0.220
C -5.282 1.189 0.279 -0.220
C -5.126 3.031 -1.237 -0.205
C -4.065 -2.544 -1.042 -0.052
H -5.852 0.372 0.698 0.219
C 4.900 -0.100 0.784 -0.214
C 4.517 0.968 -1.740 -0.246
C 5.791 0.854 0.299 0.280
H -0.462 -0.455 -0.660 0.182
H 2.688 -2.424 -2.278 0.176
C -5.852 1.983 -0.702 -0.226
H -5.557 3.655 -2.006 0.213
H 8.455 2.265 1.525 0.199
N -0.387 -2.179 0.581 -0.446
H -4.908 -0.797 -1.238 0.469
H 7.260 3.124 0.522 0.174
C -1.039 -1.365 -0.426 -0.225
H 0.494 -3.528 -0.710 0.199
C -1.880 2.798 0.696 -0.670
H -6.854 1.777 -1.047 0.217
C -3.395 0.533 1.789 -0.225
H -3.374 -2.504 -1.898 0.148
```

Properties
HOMO energy (eV): -7.8
E_LUMO (Eh): 0.025
HOMO-LUMO gap (eV): 8.46
Energy relative to the best compared isomer or geometry (same formula, charge and spin) (kJ/mol): 287.1

no.,calculated total energy (hartree),strongest force on any atom (eV/A)
1,-1436.4812,0.90
2,-1944.2493,0.78
3,-2930.0907,1.15
4,-2537.2429,2.71
5,-2107.1104,2.44
6,-2350.9902,2.19
7,-1307.0289,0.49